An isolated molecule of C11H12Cl2FOP. Source: the Open Molecules 2025 dataset; level of theory: the ωB97M-V functional and the def2-TZVPD basis.

```
28
Properties=species:S:1:pos:R:3:forces:R:3
Cl 3.15449 -1.25820 -1.35243 -0.09 0.05 -0.04
C -0.25206 1.60065 0.52089 -0.28 0.11 -0.18
H -2.21429 0.36200 -2.29248 -0.05 -0.03 -0.02
H 5.20888 0.11303 1.23642 0.01 -0.10 0.01
C 3.61205 0.06495 -0.21022 -0.10 -0.26 0.30
C -1.70413 1.61739 0.05686 -0.12 0.41 -0.03
C -2.37207 0.28726 -0.15968 0.01 0.07 0.26
Cl 2.71924 2.61808 -0.24786 0.08 -0.01 0.37
H 2.32313 0.88943 1.33472 -0.06 0.07 0.01
C 2.39325 0.90648 0.24851 0.30 0.36 -0.85
H -0.23963 1.26771 1.56635 0.03 -0.05 -0.03
H 4.24267 0.71236 -0.80686 0.11 -0.09 0.01
H 0.14150 2.61531 0.44860 -0.03 -0.05 0.09
H 4.74531 -1.53428 0.73370 0.13 0.04 0.03
C -3.14562 -1.45745 -1.61235 0.07 0.00 -0.02
H -2.64638 -0.05111 1.94692 -0.01 0.03 -0.01
H 3.73196 -0.60344 1.85288 -0.01 -0.21 -0.03
C -3.38805 -1.68374 0.77111 0.08 0.20 0.09
O -2.28658 2.66261 -0.12088 0.20 -0.38 -0.05
F 0.74856 1.13810 -1.84487 0.06 0.01 -0.07
C -3.55363 -2.19073 -0.50775 -0.12 -0.18 -0.04
C 4.37576 -0.54297 0.97545 -0.08 0.44 -0.09
H -4.00303 -3.16662 -0.64316 -0.02 0.03 -0.02
C -2.78999 -0.44438 0.94708 0.08 -0.07 -0.08
H -3.71565 -2.23530 1.64268 -0.02 -0.09 -0.07
P 0.74372 0.38283 -0.43138 -0.20 -0.39 0.41
C -2.55211 -0.21670 -1.44093 0.01 0.12 0.02
H -3.27730 -1.85325 -2.61133 -0.01 -0.02 0.03
```
Forces are in eV/Å.

Its HOMO energy is -9.314 eV. The value obtained for the largest force on an atom is 0.98 eV Å⁻¹. The energy is -50700.93040 eV. The net charge is 0.

Atomic partial charges in e from the natural (NBO) method, atoms 1 to 6:
1 Cl -0.062
2 C -0.881
3 H 0.227
4 H 0.226
5 C -0.196
6 C 0.592



A cluster of 2 separate species, C31H31N3O4 in total in a non-equilibrium geometry. Source: the Open Molecules 2025 dataset; level of theory: the ωB97M-V functional and the def2-TZVPD basis.

```
69
Properties=species:S:1:pos:R:3:forces:R:3
C -0.08566 7.23762 3.82925 -0.28 -0.56 -0.27
C 0.48832 4.96152 3.28641 0.27 0.83 0.36
H -1.14611 0.35147 -3.22965 0.33 0.22 0.05
H 0.88137 2.97512 -8.06487 -0.04 -0.13 0.27
C 0.59804 -0.70582 1.88293 0.01 0.04 -0.71
C 1.03552 -3.65258 -1.39985 0.14 0.10 -0.05
H -1.84214 1.06230 -5.30362 0.28 0.17 -0.18
C 0.46025 -1.24472 0.60927 -0.18 -0.53 0.67
C -0.26953 -2.93413 5.43277 0.09 0.27 -0.22
H -0.26506 -3.79560 -5.20558 0.06 0.16 0.26
C -0.77419 4.74756 2.78736 -0.67 0.70 -0.02
N 0.41574 2.74100 2.52702 -0.07 0.07 -0.02
O -0.52784 -3.58288 6.59624 0.00 -0.03 -0.76
C -0.85653 1.46447 -5.55377 0.38 -0.02 0.00
H -0.80406 -4.56647 4.08014 0.19 0.54 -0.03
H -1.95645 -4.98055 5.95043 0.14 0.03 0.15
H 2.70707 2.80058 -6.36021 -0.33 -0.06 0.01
H 2.22920 1.76949 -4.13325 -0.16 0.12 -0.33
C -1.38683 7.01731 3.31921 0.52 -0.42 0.04
C 0.86512 6.19578 3.81605 -0.35 0.05 -0.11
C 0.78869 -0.55976 -3.07671 0.49 -0.12 -0.47
C 1.25848 3.67223 3.12217 -0.51 -0.45 -0.31
C 0.71303 -0.63409 -0.61194 -0.13 -0.27 -1.09
C -1.39689 -2.79828 -1.47256 -0.06 0.15 0.00
H -1.15073 -5.26823 7.52364 0.00 0.00 -0.08
O 0.63399 -1.57244 -5.32474 -0.21 -0.01 1.61
H -0.26834 -5.57913 5.99675 -0.09 0.12 0.14
N 0.52961 -1.24160 -1.80562 0.21 0.80 1.57
C -0.35002 -3.95430 -4.12832 -0.15 -0.41 0.17
H -1.40609 2.10714 -7.53285 0.29 0.04 0.17
C 0.49295 -1.65488 -4.10808 0.27 -0.03 -1.04
C 0.68075 2.52619 -7.09177 -0.11 -0.13 0.25
C -0.60228 2.04428 -6.79750 0.24 0.03 0.17
H 1.87485 6.33366 4.20298 -0.25 0.02 -0.08
H -1.48455 -2.59422 -0.40496 -0.09 -0.11 -0.17
C 0.04298 -2.63428 -1.97748 -0.19 -0.28 -0.22
H 1.86048 -0.29123 -3.14770 -0.47 -0.11 0.01
H -2.11686 7.83151 3.33467 0.24 -0.30 -0.01
H 2.00997 -3.50660 -1.88806 -0.27 -0.13 0.13
H 0.81543 0.14809 4.41506 -0.12 -0.24 0.00
N 0.04535 -2.75061 -3.43092 0.17 0.48 -0.45
H -1.74175 -3.82109 -1.66436 0.07 0.24 0.05
H 0.28616 -4.80036 -3.84421 -0.05 0.13 -0.10
C -0.44339 -3.53606 4.16183 0.06 0.13 0.26
H 0.91024 0.33509 2.01086 -0.08 0.09 0.04
C 1.44561 1.85374 -4.89198 -0.29 0.04 -0.38
H -2.73232 5.55721 2.39338 0.22 0.10 0.10
C 0.16965 1.35685 -4.61034 0.00 0.05 0.01
H 0.67801 -4.67004 -1.59557 0.10 0.23 0.06
H 1.08214 0.39628 -0.64400 -0.14 -0.29 -0.05
C -1.73776 5.75632 2.79253 0.29 0.16 0.14
O -1.80862 2.81311 1.76194 0.42 -0.05 0.11
H 1.17510 -3.52984 -0.32558 0.00 -0.15 -0.17
H -2.04565 -2.08908 -2.00736 0.16 -0.26 0.15
C 0.46989 -0.88711 4.35904 0.04 0.16 -0.50
C -0.82260 3.32183 2.28651 0.86 -0.22 0.27
H -0.30746 -3.32226 2.06634 0.05 0.17 0.25
O 2.42438 3.52376 3.47324 -0.49 -0.16 -0.20
H 0.31782 -1.14919 6.50220 -0.02 -0.07 -0.34
C -0.09227 0.67671 -3.28483 -0.27 0.05 0.19
C -0.15465 -2.81278 3.01763 0.09 0.35 0.14
C 0.19445 -1.58986 5.51218 -0.27 -0.84 0.11
C 1.70385 2.43254 -6.13893 -0.21 -0.12 0.16
H 0.09580 1.36804 -2.44546 -0.17 -0.15 -0.28
C -1.00685 -4.94172 6.49717 0.15 0.43 -0.02
H 0.17715 8.21996 4.23183 -0.08 -0.35 -0.13
C 0.31034 -1.46428 3.06379 -0.30 -0.76 0.70
H 0.10283 -2.26649 0.55007 0.15 0.41 0.14
H -1.38713 -4.21620 -3.89029 0.13 0.06 -0.09
```
Forces are in eV/Å.

Its HOMO energy is -7.251 eV. The value obtained for the largest force on an atom is 1.77 eV Å⁻¹. The energy is -45309.15509 eV. The net charge is 0.

Atomic partial charges in e from the natural (NBO) method, atoms 1 to 6:
1 C -0.220
2 C -0.063
3 H 0.219
4 H 0.217
5 C 0.071
6 C -0.641



A structure of composition C34H38F3N2O6PRhS2. Source: the Open Molecules 2025 dataset; level of theory: the ωB97M-V functional and the def2-TZVPD basis.

```
87
Properties=species:S:1:pos:R:3:forces:R:3
H 0.42396 -6.82629 -0.04898 0.01 0.01 0.01
H -0.99621 4.14496 1.86396 0.02 0.01 0.01
C -1.60560 2.00060 0.34857 0.15 -0.01 -0.07
H -0.87081 1.54497 4.56950 0.00 0.00 0.00
H -0.56055 -4.56949 -0.07459 -0.01 -0.04 -0.01
C 1.16879 3.10173 -1.30747 0.16 -0.01 -0.04
F -2.40494 6.23308 2.50266 -0.01 -0.02 -0.01
C 4.27336 -4.07198 -1.14739 -0.04 0.10 0.05
H 3.90876 -3.36675 -3.14979 0.00 0.02 0.01
C 3.78072 -0.68454 1.33983 0.11 0.16 0.03
H 4.61182 -5.13732 0.70256 0.01 0.01 0.01
H 0.72580 -1.16101 4.71887 0.02 0.00 -0.01
O 1.23860 -4.54967 -1.10663 0.04 -0.13 -0.02
O -1.74647 -0.94057 -1.88796 -0.10 0.03 0.00
H -0.14379 -2.01268 3.43739 0.00 0.00 -0.02
C -2.86068 5.19990 1.73687 0.04 0.06 0.05
C 4.02228 -4.31303 -2.62281 0.01 -0.03 -0.01
C -4.15312 5.26533 1.27132 0.02 -0.06 -0.01
C -0.03346 0.12695 3.16577 0.08 -0.06 -0.09
C 4.42571 -5.35016 -0.34847 0.01 -0.04 -0.01
C -2.09232 1.03056 -0.60664 -0.09 0.06 0.07
N 1.97553 2.23564 -0.69615 -0.01 0.05 0.02
H -1.04545 -1.07984 4.65245 0.00 0.00 0.00
F 5.73568 -1.85279 1.93806 0.00 -0.01 0.00
H -5.76927 3.55454 -2.05532 0.00 0.02 0.00
H 0.97195 4.96478 -2.32894 0.02 0.02 -0.01
C -5.72274 1.88705 -0.72151 -0.01 0.01 -0.01
H -3.75585 0.32714 -1.66949 0.01 -0.04 0.03
C -0.89488 -4.41768 -2.18733 -0.04 -0.04 -0.01
C 4.01254 1.37642 0.07895 -0.01 0.03 -0.13
C -6.11719 0.79939 -1.70465 -0.01 0.01 -0.01
H -1.91257 -4.81335 -2.20536 -0.01 0.02 0.00
H 7.06735 0.01884 0.74297 0.00 0.00 0.01
O -0.43032 1.94582 0.91393 -0.25 0.06 0.07
C 3.19998 0.40000 0.68911 0.17 -0.17 -0.04
H -7.20620 0.76629 -1.75435 0.00 0.00 -0.02
H -6.27643 5.26421 -0.36920 0.01 0.00 -0.02
C 3.00769 4.55059 -1.72915 0.05 0.03 0.00
C -0.13809 -6.49490 -0.92176 -0.02 -0.02 -0.04
H -1.15874 -6.87330 -0.84670 0.00 0.00 0.01
H -0.39336 -4.70973 -3.11235 -0.01 -0.02 -0.01
H -7.34586 3.14876 -1.36791 0.00 -0.01 0.00
C -2.00186 4.15982 1.47335 -0.03 -0.07 -0.04
H -6.75443 4.04392 0.79137 0.00 0.02 0.01
C -0.14990 -4.98459 -0.99918 0.04 0.11 0.04
C -4.63651 4.19279 0.48360 -0.05 0.07 0.07
C -2.45697 3.08341 0.66811 -0.23 0.07 0.02
H -4.78258 6.11141 1.51060 0.00 0.01 0.00
H 0.32110 -6.91576 -1.81860 0.00 0.00 -0.01
C -3.39664 1.06402 -0.97047 -0.02 0.06 -0.02
H -5.76599 -0.18712 -1.40694 -0.01 0.00 0.03
O 1.13300 -0.02380 2.37533 -0.16 -0.11 0.11
P 1.83909 -3.57847 0.00590 0.01 0.42 -0.52
H 4.86742 -4.85443 -3.05264 0.01 0.01 -0.01
O 3.23798 -3.20003 -0.62436 0.05 -0.06 -0.02
H 0.12879 2.81392 -1.35352 -0.03 0.05 0.03
H 3.53187 -5.97144 -0.42036 -0.02 0.00 -0.02
H -0.91928 0.17545 2.51945 0.04 0.02 0.04
S 0.73585 -1.87232 0.00010 0.00 -0.23 0.13
H 5.26848 -5.91473 -0.75247 0.01 0.00 0.02
C 5.99368 0.13256 0.73416 -0.04 0.00 -0.01
C -1.23445 0.01516 -1.30562 0.30 0.07 -0.02
O 0.03854 0.25351 -1.28772 0.00 -0.23 -0.08
S 1.80634 -4.24422 1.80893 -0.02 -0.17 0.36
H 0.88729 1.34410 4.68118 0.03 0.02 -0.02
H 0.16839 2.26491 3.33533 0.01 0.02 -0.04
H 4.90485 3.83190 -1.01897 -0.01 0.01 0.00
C -0.13484 -1.10936 4.04777 -0.05 0.01 0.06
C 1.65327 4.27896 -1.84651 -0.09 -0.05 -0.01
C -3.81082 3.12366 0.20254 0.10 -0.16 -0.04
Rh 1.24806 0.73823 0.60938 -0.05 0.42 0.11
H -0.95285 -3.32911 -2.13827 0.02 0.01 0.00
H 5.17295 -3.46451 -1.02611 0.00 -0.03 -0.01
C 5.15282 -0.79061 1.33506 -0.02 -0.05 0.02
C 5.39143 1.20659 0.12157 0.00 0.03 0.01
H -6.16098 1.64078 0.25826 0.03 -0.02 0.00
C -6.28162 3.24345 -1.13972 0.00 -0.02 -0.01
C 3.30094 2.46580 -0.60421 0.06 -0.17 0.05
F 6.20864 2.11537 -0.47176 0.01 0.00 0.00
H -5.73546 1.01243 -2.70498 0.01 0.00 0.00
C -6.05361 4.25036 -0.02611 -0.01 0.00 0.00
H 3.11659 -4.90007 -2.76718 -0.01 -0.02 0.01
H 3.17679 -1.42025 1.85273 -0.03 -0.02 0.00
H 3.41491 5.47474 -2.12000 -0.01 0.00 -0.01
N -4.27845 2.01534 -0.53719 -0.01 0.04 -0.01
C 3.84839 3.64191 -1.11157 -0.08 -0.03 -0.08
C 0.04422 1.40383 3.98784 -0.05 -0.04 0.10
```
Forces are in eV/Å.

Its energy above the lowest of the compared OMol25 structures with the same formula, charge and spin is 0.039 eV. Its HOMO energy (alpha / beta) is -2.029 / -4.978 eV. The value obtained for the largest force on an atom is 0.67 eV Å⁻¹. The multiplicity is 5. The energy is -93262.94149 eV. The net charge is -1. Its expectation value of S² is 6.04.

Atomic partial charges in e from the Löwdin method, atoms 1 to 6:
1 H 0.073
2 H 0.109
3 C -0.317
4 H 0.078
5 H 0.107
6 C -0.079